Record 1
102
Properties=species:S:1:pos:R:3 method="wB97M-V/def2-TZVPD" charge=-2 max_force_ev_per_a=0.774 e_tot_ha=-3485.1374 e_lumo_ev=3.527 orbital_gap_ev=4.36
Rb -1.441 0.368 -1.097
N 1.682 4.261 -1.495
C 1.005 3.092 -1.328
N 1.141 2.038 -2.040
C 2.029 2.070 -3.114
N 2.140 1.107 -3.952
N 1.420 -0.026 -3.643
C 0.564 -0.393 -4.501
C -0.259 -1.604 -4.265
C -0.843 -2.274 -5.334
C -1.617 -3.391 -5.061
C -1.787 -3.782 -3.746
C -1.165 -3.043 -2.746
N -0.408 -1.989 -3.003
C 2.851 3.282 -3.322
C 3.816 3.378 -4.321
C 4.522 4.550 -4.516
C 4.261 5.656 -3.707
C 3.316 5.579 -2.704
C 2.616 4.388 -2.505
H 1.299 5.080 -1.053
H 0.296 3.088 -0.511
H 0.397 0.173 -5.421
H -0.704 -1.916 -6.347
H -2.102 -3.931 -5.866
H -2.427 -4.613 -3.485
H -1.320 -3.277 -1.700
H 3.982 2.509 -4.944
H 5.265 4.613 -5.299
H 4.803 6.581 -3.859
H 3.112 6.430 -2.067
C -4.730 0.567 -3.251
C -4.204 -0.433 -2.223
O -3.210 -1.125 -2.584
C -4.835 -0.460 -0.981
C -4.379 -1.191 0.186
C -5.123 -0.963 1.488
N -3.371 -1.988 0.149
N -3.026 -2.630 1.334
C -2.009 -2.120 1.960
O -1.321 -1.068 1.697
C -1.597 -2.903 3.188
C -0.775 -2.304 4.139
C -0.370 -2.994 5.275
C -0.777 -4.305 5.479
C -1.601 -4.912 4.536
C -2.010 -4.218 3.408
H -3.926 1.257 -3.519
H -5.577 1.148 -2.883
H -5.019 0.032 -4.160
H -5.694 0.187 -0.849
H -6.041 -0.396 1.322
H -4.496 -0.415 2.195
H -5.355 -1.924 1.951
H -0.467 -1.281 3.965
H 0.269 -2.505 6.002
H -0.458 -4.848 6.361
H -1.927 -5.936 4.684
H -2.654 -4.673 2.668
C 1.779 -3.308 1.770
C 1.394 -3.778 0.349
N 1.595 -2.818 -0.718
C 2.921 -2.611 -1.229
C 4.043 -2.092 -0.305
S 3.820 -0.473 0.511
C 3.726 -0.941 2.266
C 2.309 -1.164 2.820
N 1.484 -1.908 1.923
H 2.853 -3.457 1.931
H 1.260 -3.939 2.510
H 0.330 -4.034 0.362
H 1.943 -4.695 0.102
H 1.183 -1.925 -0.461
H 2.830 -1.928 -2.079
H 3.291 -3.569 -1.622
H 4.945 -1.996 -0.916
H 4.264 -2.811 0.484
H 4.223 -0.146 2.828
H 4.339 -1.837 2.384
H 1.830 -0.200 2.972
H 2.426 -1.628 3.821
H 0.484 -1.682 1.987
O -3.455 4.410 -1.896
Cl -2.152 3.827 -1.759
O -1.165 4.886 -1.598
O -1.821 3.033 -2.920
O -2.103 2.971 -0.583
N -1.331 4.424 5.385
C -1.432 3.235 4.681
O -2.318 2.439 4.911
C -0.367 2.993 3.658
C 0.838 3.685 3.644
C 1.770 3.398 2.661
C 1.444 2.437 1.715
N 0.287 1.780 1.708
C -0.592 2.035 2.667
H -2.163 4.634 5.914
H -0.909 5.211 4.921
H 1.073 4.414 4.411
H 2.727 3.901 2.628
H 2.143 2.169 0.929
H -1.509 1.457 2.648



Record 2
100
Properties=species:S:1:pos:R:3 method="wB97M-V/def2-TZVPD" charge=+2 multiplicity=4 max_force_ev_per_a=1.525 relative_energy_kcal_mol=3.4 e_tot_ha=-7246.5725 e_lumo_ev="-5.799 / -6.156" orbital_gap_ev="6.89 / 6.80"
Mn -0.734 0.416 0.000
C -0.573 -1.431 6.270
C -0.397 -0.510 5.065
C 0.311 0.768 5.510
C -1.781 -0.229 4.480
N 0.458 -1.213 4.033
C 1.063 -2.445 4.244
C 1.667 -2.797 3.100
N 1.442 -1.793 2.170
B 1.916 -2.040 0.718
N 0.892 -2.912 -0.065
C 1.334 -4.043 -0.730
C 0.260 -4.703 -1.191
N -0.864 -3.983 -0.810
C -0.459 -2.890 -0.127
S -1.461 -1.692 0.621
C -2.281 -4.404 -1.126
C -2.246 -5.733 -1.877
C -3.051 -4.608 0.178
C -2.932 -3.353 -2.021
N 2.380 -0.669 0.030
C 3.213 0.142 0.765
C 3.964 0.871 -0.088
N 3.580 0.537 -1.370
C 2.631 -0.421 -1.266
S 1.766 -1.150 -2.595
C 4.266 1.035 -2.629
C 5.397 1.976 -2.225
C 4.869 -0.160 -3.372
C 3.267 1.809 -3.490
C 0.706 -0.823 2.763
S 0.315 0.725 2.091
H -1.261 -0.947 6.961
H 0.364 -1.596 6.805
H -1.008 -2.391 5.989
H -0.281 1.256 6.286
H 0.434 1.465 4.682
H 1.294 0.536 5.925
H -2.407 0.207 5.260
H -2.247 -1.158 4.141
H -1.739 0.468 3.645
H 1.029 -2.964 5.183
H 2.240 -3.678 2.861
H 2.917 -2.704 0.761
H 2.380 -4.285 -0.812
H 0.215 -5.617 -1.752
H -1.774 -6.523 -1.289
H -1.747 -5.649 -2.844
H -3.275 -6.037 -2.065
H -2.556 -5.361 0.796
H -4.053 -4.967 -0.058
H -3.143 -3.689 0.753
H -2.356 -3.223 -2.939
H -3.020 -2.391 -1.520
H -3.933 -3.692 -2.292
H 3.219 0.137 1.841
H 4.714 1.610 0.124
H 6.151 1.474 -1.617
H 5.031 2.860 -1.698
H 5.885 2.317 -3.138
H 5.616 -0.656 -2.750
H 5.361 0.194 -4.279
H 4.118 -0.892 -3.668
H 2.894 2.684 -2.950
H 3.776 2.167 -4.385
H 2.421 1.200 -3.805
S -3.113 7.121 2.051
N -1.803 6.695 1.223
C -1.896 5.393 1.025
C -0.920 4.577 0.326
C 0.238 5.077 -0.272
C 1.083 4.201 -0.916
C 0.772 2.847 -0.926
N -0.314 2.354 -0.345
C -1.170 3.210 0.255
C -2.393 2.623 0.796
N -2.548 1.296 0.601
C -3.663 0.722 1.036
C -4.665 1.428 1.698
C -4.506 2.776 1.912
C -3.345 3.400 1.446
C -3.070 4.819 1.581
N -3.844 5.697 2.190
H 0.443 6.140 -0.226
H 1.980 4.549 -1.409
H 1.418 2.132 -1.421
H -3.763 -0.339 0.848
H -5.552 0.907 2.032
H -5.260 3.366 2.420
Se -0.333 -0.423 -2.219
C -0.518 0.712 -3.769
C 0.086 0.422 -4.979
C -0.216 1.247 -6.056
N -1.056 2.279 -5.982
C -1.637 2.526 -4.813
C -1.400 1.774 -3.668
H 0.763 -0.412 -5.105
H 0.235 1.063 -7.026
H -2.320 3.368 -4.781
H -1.892 2.016 -2.733